Entry from the Open Molecules 2025 dataset: a cluster of 16 separate species, C42H121N5O27 in total at a distorted geometry (ωB97M-V with the def2-TZVPD basis set).

Last column: Löwdin charge in e.
CARTESIAN COORDINATES (ANGSTROEM)
C: 12.252 -17.077 -6.169  -0.042
C: 13.613 -17.707 -6.484  -0.394
C: 13.973 -18.891 -5.560  -0.151
O: 13.832 -18.674 -4.145  -0.219
C: 14.833 -17.880 -3.513  -0.099
N: 13.530 -18.211 -7.860  0.073
H: 12.036 -16.243 -6.836  0.075
H: 12.239 -16.751 -5.128  0.073
H: 11.418 -17.779 -6.172  0.085
H: 14.362 -16.918 -6.414  0.105
H: 14.986 -19.253 -5.732  0.110
H: 13.246 -19.669 -5.793  0.125
H: 14.522 -17.775 -2.473  0.096
H: 15.047 -16.888 -3.912  0.084
H: 15.759 -18.455 -3.507  0.077
H: 12.705 -18.793 -7.834  0.050
H: 13.195 -17.483 -8.476  0.039
C: 9.150 -16.213 -9.387  -0.038
C: 9.490 -17.307 -10.317  -0.455
C: 8.229 -18.091 -10.840  -0.122
O: 8.761 -19.227 -11.598  -0.230
C: 7.825 -19.439 -12.707  -0.052
N: 10.197 -16.760 -11.408  0.049
H: 10.027 -16.144 -8.744  0.078
H: 8.346 -16.444 -8.688  0.088
H: 8.862 -15.287 -9.884  0.094
H: 10.178 -18.033 -9.885  0.130
H: 7.667 -17.352 -11.412  0.128
H: 7.627 -18.496 -10.027  0.132
H: 7.953 -20.425 -13.153  0.093
H: 8.067 -18.670 -13.441  0.085
H: 6.794 -19.406 -12.356  0.088
H: 10.258 -17.462 -12.132  0.057
H: 9.552 -16.088 -11.800  0.108
C: 20.381 -15.568 -12.670  -0.058
C: 19.353 -16.340 -11.853  -0.429
C: 19.923 -17.412 -10.920  -0.205
O: 20.461 -18.377 -11.773  -0.185
C: 21.032 -19.557 -11.241  -0.092
N: 18.613 -15.352 -11.065  0.064
H: 20.952 -14.927 -11.998  0.073
H: 19.861 -14.872 -13.328  0.072
H: 21.145 -16.140 -13.198  0.075
H: 18.803 -16.930 -12.586  0.113
H: 19.165 -17.973 -10.373  0.101
H: 20.561 -16.922 -10.186  0.134
H: 21.711 -19.455 -10.394  0.083
H: 21.573 -20.066 -12.039  0.088
H: 20.260 -20.255 -10.916  0.066
H: 17.994 -14.836 -11.674  0.039
H: 18.017 -15.787 -10.375  0.050
C: 20.843 -18.810 -6.990  -0.058
C: 19.717 -19.539 -7.739  -0.387
C: 20.194 -21.042 -8.066  -0.131
O: 19.401 -21.599 -9.153  -0.240
C: 19.757 -22.908 -9.522  -0.127
N: 18.522 -19.538 -6.902  0.048
H: 20.578 -17.842 -6.563  0.079
H: 21.613 -18.688 -7.753  0.070
H: 21.259 -19.421 -6.189  0.076
H: 19.563 -18.896 -8.606  0.098
H: 20.095 -21.630 -7.154  0.119
H: 21.222 -21.081 -8.426  0.111
H: 20.621 -22.791 -10.175  0.087
H: 18.933 -23.337 -10.093  0.073
H: 19.907 -23.603 -8.695  0.086
H: 17.691 -19.805 -7.409  0.042
H: 18.632 -20.260 -6.204  0.078
C: 16.339 -21.895 -3.958  -0.084
C: 15.168 -22.252 -3.117  -0.423
C: 15.631 -23.218 -2.078  -0.212
O: 16.218 -24.340 -2.718  -0.192
C: 16.096 -25.579 -2.047  -0.109
N: 14.827 -20.993 -2.474  0.050
H: 17.265 -21.809 -3.390  0.090
H: 16.200 -20.979 -4.534  0.068
H: 16.619 -22.694 -4.645  0.058
H: 14.340 -22.590 -3.740  0.149
H: 14.781 -23.466 -1.442  0.128
H: 16.396 -22.802 -1.422  0.130
H: 16.481 -25.408 -1.042  0.080
H: 16.691 -26.361 -2.518  0.087
H: 15.097 -25.945 -1.807  0.083
H: 14.630 -20.219 -3.093  0.021
H: 15.619 -20.645 -1.952  0.071
C: 12.118 -21.359 -8.516  -0.256
C: 11.588 -22.672 -9.206  -0.186
O: 11.941 -22.628 -10.592  -0.072
O: 11.344 -20.241 -8.727  -0.083
H: 13.006 -21.071 -9.078  0.087
H: 12.506 -21.300 -7.499  0.115
H: 10.509 -22.684 -9.051  0.115
H: 11.878 -23.523 -8.589  0.110
H: 11.403 -21.964 -11.028  0.058
H: 11.361 -19.968 -9.647  0.040
C: 16.349 -15.719 -14.006  -0.187
C: 14.994 -16.323 -14.367  -0.261
O: 14.004 -15.355 -14.469  -0.068
O: 16.247 -14.943 -12.802  -0.082
H: 16.765 -15.115 -14.812  0.124
H: 17.052 -16.537 -13.847  0.103
H: 14.604 -17.126 -13.742  0.095
H: 15.022 -16.825 -15.334  0.107
H: 13.610 -15.052 -13.648  0.019
H: 15.745 -14.152 -13.012  0.082
C: 16.074 -19.351 -10.001  -0.168
C: 14.808 -19.748 -10.881  -0.188
O: 15.173 -19.472 -12.234  -0.099
O: 15.974 -19.585 -8.589  -0.113
H: 16.302 -18.292 -10.123  0.111
H: 16.872 -19.979 -10.395  0.111
H: 13.894 -19.190 -10.675  0.098
H: 14.438 -20.760 -10.718  0.099
H: 15.659 -20.233 -12.559  0.019
H: 15.222 -19.067 -8.292  0.013
C: 11.713 -20.103 -12.874  -0.235
C: 11.881 -18.918 -13.697  -0.231
O: 10.650 -18.275 -13.971  -0.054
O: 11.326 -19.887 -11.544  -0.080
H: 12.681 -20.598 -12.796  0.120
H: 10.989 -20.758 -13.358  0.131
H: 12.351 -19.166 -14.649  0.122
H: 12.549 -18.240 -13.167  0.119
H: 10.863 -17.505 -14.503  0.103
H: 10.425 -19.558 -11.528  0.033
C: 14.879 -24.199 -11.369  -0.274
C: 14.350 -25.591 -11.006  -0.195
O: 15.309 -26.700 -10.868  -0.068
O: 15.229 -24.155 -12.667  -0.044
H: 15.703 -24.007 -10.683  0.118
H: 14.115 -23.441 -11.193  0.112
H: 13.638 -25.910 -11.767  0.116
H: 13.748 -25.433 -10.111  0.100
H: 14.822 -27.527 -10.874  0.076
H: 15.978 -24.725 -12.854  0.119
C: 16.911 -15.071 -6.641  -0.223
C: 16.846 -16.513 -7.181  -0.254
O: 17.890 -16.932 -8.020  -0.080
O: 17.018 -14.107 -7.675  -0.067
H: 17.771 -14.946 -5.982  0.118
H: 15.981 -14.896 -6.100  0.110
H: 15.993 -16.679 -7.838  0.095
H: 16.724 -17.211 -6.352  0.108
H: 18.178 -17.796 -7.716  0.011
H: 17.926 -14.018 -7.975  0.083
C: 13.573 -15.669 -10.515  -0.179
C: 12.956 -14.477 -11.289  -0.207
O: 12.352 -14.893 -12.491  -0.074
O: 12.541 -16.420 -9.865  -0.110
H: 14.320 -15.395 -9.770  0.126
H: 14.068 -16.257 -11.287  0.108
H: 13.785 -13.803 -11.506  0.118
H: 12.223 -13.988 -10.647  0.123
H: 11.809 -15.647 -12.249  0.049
H: 11.816 -16.612 -10.463  0.018
C: 11.761 -23.600 -16.128  -0.214
C: 12.345 -24.777 -15.287  -0.240
O: 11.374 -25.505 -14.578  -0.067
O: 11.522 -22.448 -15.319  -0.085
H: 10.815 -23.904 -16.576  0.115
H: 12.413 -23.407 -16.980  0.106
H: 13.054 -24.458 -14.523  0.101
H: 12.940 -25.449 -15.906  0.113
H: 11.191 -25.098 -13.728  0.082
H: 12.369 -22.000 -15.261  0.024
C: 15.413 -19.579 -15.946  -0.238
C: 15.077 -21.079 -16.094  -0.183
O: 14.123 -21.334 -15.090  -0.090
O: 16.276 -19.267 -14.915  -0.054
H: 14.473 -19.101 -15.671  0.105
H: 15.837 -19.126 -16.842  0.130
H: 15.885 -21.808 -16.021  0.120
H: 14.580 -21.292 -17.040  0.125
H: 14.555 -21.411 -14.237  0.070
H: 15.762 -19.317 -14.105  0.043
C: 14.978 -23.468 -7.831  -0.237
C: 16.439 -23.002 -7.924  -0.208
O: 17.362 -24.070 -7.678  -0.070
O: 14.607 -23.716 -6.514  -0.052
H: 14.846 -24.387 -8.403  0.106
H: 14.265 -22.742 -8.223  0.098
H: 16.640 -22.246 -7.165  0.103
H: 16.681 -22.552 -8.887  0.105
H: 17.283 -24.491 -6.819  0.077
H: 15.162 -24.384 -6.105  0.082
C: 17.980 -22.057 -13.216  -0.160
C: 18.901 -21.087 -14.009  -0.204
O: 18.589 -21.186 -15.386  -0.067
O: 16.573 -21.721 -13.071  -0.096
H: 18.364 -22.222 -12.210  0.098
H: 18.038 -23.053 -13.654  0.119
H: 19.932 -21.438 -13.967  0.122
H: 18.835 -20.069 -13.624  0.116
H: 17.719 -20.808 -15.537  0.035
H: 16.169 -22.560 -12.839  0.036

- molar mass (g/mol) = 1128.4
- ΔE to the lowest compared entry with this formula, charge and spin (eV) = 0.000
- Kohn-Sham gap (Eh) = 0.3255
- total energy (a.u.) = -3977.772640
- max |F| (eV/Å) = 3.56
- 2S+1 = 1
- total charge = 0
- HOMO (Eh) = -0.3125